Record 1
{
  "formula": "C47H40BrN5O2P2Zr",
  "method": "ωB97M-V/def2-TZVPD",
  "elements": ["C", "C", "C", "H", "C", "C", "C", "Br", "C", "C", "H", "H", "H", "H", "C", "H", "H", "H", "C", "H", "N", "H", "H", "C", "N", "C", "C", "H", "H", "C", "H", "H", "H", "H", "H", "C", "C", "N", "C", "C", "O", "C", "C", "C", "H", "C", "H", "C", "C", "H", "H", "N", "P", "H", "P", "C", "C", "Zr", "C", "C", "H", "C", "H", "H", "C", "H", "N", "C", "C", "C", "C", "C", "H", "C", "H", "C", "H", "H", "C", "C", "C", "O", "H", "C", "H", "C", "C", "H", "H", "H", "C", "H", "H", "C", "H", "H", "C", "C"],
  "positions_angstrom": [[-1.3660, -0.9661, 2.5974], [3.3175, -3.1265, -1.5577], [3.5089, 2.1001, 0.9663], [-0.6311, -2.7157, -0.6658], [-5.6223, -2.1815, 0.0135], [-3.0240, -1.2263, -0.3076], [1.9220, -3.0984, -1.5484], [-4.0260, 3.6077, 1.6025], [0.4115, 3.6095, 0.4283], [1.0707, -4.2224, 1.7317], [-5.0032, -3.8157, -1.2336], [-2.0755, 4.8137, 6.1876], [3.8151, -6.4722, -1.6288], [2.4375, -2.6818, 1.1567], [-3.9385, -0.5329, 0.4856], [-6.6334, -2.5482, 0.1285], [5.0791, -4.3434, -1.6128], [-0.2782, 3.0491, -3.8609], [3.1117, -0.1399, 0.7257], [-3.6568, 0.3813, 0.9970], [-0.9831, 1.2176, 3.2413], [2.2556, 3.0851, 2.9722], [-1.9356, 2.7877, 4.7802], [-1.4849, 4.8569, 1.1790], [-0.2832, 2.4540, 0.3943], [1.4333, -2.9078, 1.4818], [-1.1843, 4.6119, 5.6098], [-3.1746, -0.8406, -2.9393], [4.3162, 1.9566, 3.0236], [-3.4170, -2.4181, -0.9194], [-2.1557, 1.6073, 0.6483], [-0.1498, 6.3798, 6.2724], [1.8917, 5.9118, 4.9498], [0.1368, -4.3131, -1.6398], [-1.9451, 5.7835, 1.4947], [1.5435, -0.7060, -6.0284], [-5.2352, -1.0016, 0.6308], [0.6021, -1.8770, 1.6385], [-0.2316, -4.4895, 2.1170], [1.9016, -5.5063, -1.6103], [1.1179, 1.7174, 2.5076], [2.2162, 0.1004, -5.1246], [-2.5303, 0.0040, -3.1334], [3.8923, 1.4664, 2.1594], [3.6233, 3.1571, 0.7671], [-0.9114, 2.1952, -3.6555], [2.8792, 0.8810, -5.4742], [0.0425, 3.2052, 4.0718], [-2.6350, 0.6731, -4.3400], [3.2697, -1.0656, 0.1959], [-1.9226, 2.3024, -5.5408], [-0.5442, -1.9064, -1.2756], [-1.3691, -0.5261, -0.6175], [-2.7285, -2.9668, -1.5471], [1.1265, -1.4504, -1.5094], [-1.5789, 2.5168, 0.7220], [-1.1043, -3.4275, 2.3150], [0.8524, 0.3840, 0.9657], [-0.6467, -2.1362, 2.1149], [3.0088, 1.1430, 0.0665], [-0.0634, 1.8440, -1.7262], [1.1340, 4.1032, 4.1261], [1.4435, 3.5575, 0.1175], [-5.9463, -0.4390, 1.2210], [1.2186, -4.2988, -1.5882], [0.4566, 5.7056, 0.8311], [-0.6743, 0.1154, 2.5414], [0.5203, -1.9083, -4.2143], [-1.1126, 3.4861, 4.8323], [1.0413, 5.2431, 4.9238], [3.9974, -4.3335, -1.5900], [0.0778, 2.0228, 3.2460], [1.3456, -6.4345, -1.6409], [-2.2122, 3.6825, 1.1179], [0.1754, -2.3442, -6.2774], [-0.0972, 5.4920, 5.6563], [-0.1363, -2.6944, -3.8609], [-2.2990, -1.0371, 3.1460], [0.6928, -1.7061, -5.5731], [-4.7084, -2.8927, -0.7520], [-1.8298, 1.7736, -4.6015], [2.2645, 3.9415, 3.4229], [3.8781, -2.1966, -1.5658], [3.2893, -5.5272, -1.6035], [1.7977, -5.0126, 1.6137], [1.1951, -1.1020, -3.3031], [-0.1482, 4.8099, 0.8090], [-0.5573, -5.5060, 2.2936], [2.5819, 0.5234, -3.0575], [-3.3541, 0.3404, -5.0767], [-1.6040, 0.4178, -2.1778], [3.8832, -0.6525, 2.7563], [-2.1169, -3.5826, 2.6631], [2.0434, -0.0999, -3.7630], [1.6843, -0.5612, -7.0914], [2.9143, 1.2922, -1.0017], [-0.7950, 1.5195, -2.4514], [3.6421, 0.1091, 2.0283]],
  "forces_ev_per_angstrom": [[0.1, 0.4, 0.3], [0.0, 0.1, 0.0], [0.0, -0.1, -0.1], [0.0, 0.0, -0.1], [0.0, 0.0, 0.0], [0.2, 0.1, 0.4], [0.2, 0.2, 0.3], [0.1, 0.0, 0.0], [0.0, 0.1, -0.2], [-0.3, -0.1, 0.1], [0.0, 0.0, 0.0], [0.0, 0.0, 0.0], [0.0, 0.0, 0.0], [0.0, 0.0, 0.0], [0.1, 0.0, 0.0], [0.0, 0.0, 0.0], [0.0, 0.0, 0.0], [0.0, 0.0, 0.0], [0.3, 0.1, -0.2], [-0.1, 0.0, 0.0], [-0.1, 0.4, 0.5], [-0.1, -0.1, 0.0], [0.0, 0.0, 0.0], [-0.1, -0.1, 0.0], [0.0, 0.2, 0.3], [0.2, 0.1, 0.0], [-0.1, 0.0, 0.1], [0.0, -0.1, 0.0], [-0.1, 0.0, 0.0], [0.1, 0.0, 0.0], [0.1, 0.0, 0.1], [0.0, 0.0, 0.0], [0.0, 0.0, 0.0], [0.0, 0.0, 0.0], [0.0, 0.0, 0.0], [0.0, 0.0, 0.0], [0.0, 0.1, 0.0], [-0.2, -0.2, 0.1], [0.2, -0.1, -0.1], [0.0, 0.0, 0.0], [-0.1, 0.3, 0.6], [0.0, 0.0, 0.0], [0.0, 0.0, 0.0], [0.2, 0.0, 0.1], [-0.1, 0.0, 0.0], [0.1, 0.1, -0.1], [0.0, 0.0, 0.0], [0.4, 0.3, -0.1], [0.0, 0.0, 0.0], [-0.1, -0.1, 0.1], [0.0, 0.0, 0.0], [0.1, 0.1, 0.3], [-0.1, -0.4, -1.6], [0.0, 0.0, 0.0], [-0.7, -0.5, -1.0], [-0.1, 0.1, -0.2], [-0.1, 0.4, 0.0], [0.5, -0.1, -0.6], [0.1, -0.5, 0.0], [0.5, -0.1, 0.0], [0.0, 0.0, -0.1], [-0.4, -0.1, 0.0], [0.0, 0.0, 0.1], [0.0, 0.0, 0.0], [-0.1, 0.1, -0.1], [0.0, 0.0, 0.0], [-0.3, -0.3, 0.3], [-0.1, 0.0, 0.0], [0.1, 0.0, -0.1], [0.2, 0.0, -0.1], [0.1, 0.0, 0.0], [-0.9, -0.5, 0.2], [0.0, 0.0, 0.0], [0.0, 0.0, 0.0], [0.0, 0.0, 0.0], [0.0, -0.1, -0.1], [0.0, 0.0, 0.0], [0.0, 0.0, 0.0], [0.0, -0.1, 0.1], [0.0, 0.0, 0.0], [0.0, 0.0, 0.0], [0.2, 0.1, 0.0], [0.0, 0.0, 0.0], [0.0, 0.0, 0.0], [0.0, 0.0, 0.0], [0.2, 0.3, 0.2], [0.0, 0.0, 0.0], [0.0, 0.0, 0.0], [0.0, 0.0, 0.0], [0.0, 0.0, 0.0], [0.1, 0.2, 0.4], [-0.1, 0.0, 0.1], [0.0, 0.0, 0.0], [0.0, 0.0, 0.1], [0.0, 0.0, 0.0], [-0.2, 0.0, 0.0], [0.0, -0.2, 0.0], [0.3, 0.1, -0.1]],
  "total_charge": 2,
  "e_above_lowest_kj_mol": 273.02,
  "homo_lumo_gap_ev": 6.085,
  "fmax_ev_per_a": 1.69
}


Record 2
{
  "formula": "C47H41AsCl2N9O2Ti",
  "method": "ωB97M-V/def2-TZVPD",
  "elements": ["H", "C", "C", "C", "H", "H", "C", "C", "C", "H", "C", "H", "H", "C", "C", "C", "N", "C", "H", "H", "H", "H", "H", "C", "As", "C", "N", "N", "N", "C", "H", "C", "C", "C", "C", "H", "C", "C", "H", "H", "C", "C", "N", "H", "C", "C", "H", "H", "H", "Ti", "C", "H", "C", "H", "H", "H", "C", "H", "O", "C", "H", "C", "C", "H", "C", "C", "H", "C", "H", "N", "H", "C", "C", "N", "H", "H", "C", "Cl", "H", "H", "C", "C", "C", "H", "H", "H", "C", "C", "C", "N", "N", "C", "Cl", "C", "H", "C", "H", "C", "C", "H", "H", "O", "H"],
  "positions_angstrom": [[2.6398, -9.2935, 4.1247], [-3.6084, 1.2654, -4.7135], [1.8815, 5.3626, 1.0691], [-0.9997, 0.3130, 4.1981], [3.8033, 1.6445, -4.2933], [-0.3715, -3.4238, -0.9841], [2.8848, -4.7714, 5.0066], [-2.6161, 2.8986, -2.7525], [2.4375, 6.5065, 0.5073], [1.3412, -1.8942, -5.2078], [-1.1428, -2.6594, -0.8467], [3.5584, -1.1964, 0.1557], [-2.3449, -5.0977, -1.7504], [-3.8424, 3.1372, -6.3852], [-0.1127, 1.8298, 2.5340], [-0.0255, 1.2229, 3.8130], [-2.3967, 3.8950, -1.7620], [1.7813, 5.6591, -1.6455], [-4.2302, 0.5768, -5.3302], [-1.0617, -0.0514, 5.2073], [-2.8102, 5.7827, -2.8072], [-0.7475, -2.9926, 4.7382], [-2.1689, 6.8966, -0.4426], [2.5766, -8.3048, 3.6989], [1.6859, -3.2899, 4.4433], [1.3886, 4.2961, 0.2936], [1.0150, 3.2747, -1.8226], [0.5477, 1.0204, -3.5917], [-1.7610, 0.9524, -1.4606], [-2.2217, 5.8376, -0.6654], [-2.9525, 3.4988, -6.9355], [1.4781, -1.6836, -0.2561], [-2.5363, 5.2562, -1.9010], [0.7583, 2.9509, 2.1599], [2.7670, -5.7619, 2.6690], [2.3653, -6.6910, 0.7374], [2.8003, -7.2269, 4.5551], [-0.1120, -3.8262, 5.0214], [3.5698, -0.7695, -5.1807], [2.4728, -8.8797, 1.6069], [1.7400, 1.6135, -3.5695], [-3.2638, -0.8744, -0.9380], [-1.1143, 1.5689, 1.6445], [2.9496, -7.4142, 5.6167], [2.5463, -0.8553, 0.0100], [2.8804, 1.0512, -4.2217], [-3.2066, -0.3514, -3.3742], [-3.0045, 4.5038, -4.2438], [-3.8429, -4.8008, -0.8304], [-0.3942, 2.0444, -0.4061], [-2.4332, 1.5089, -2.5387], [-0.1278, -4.0054, 6.0922], [-1.9598, -0.3713, -1.0818], [1.6904, 5.7434, -2.7182], [-1.6363, 4.7986, 1.2576], [-4.3152, 2.3339, -6.9690], [2.7485, -0.2408, -4.7050], [-4.5615, -2.5070, -0.4545], [1.4720, 3.4787, 3.0102], [2.1228, 0.4403, 0.0134], [3.9059, -4.3818, 4.9885], [2.8599, -5.9178, 4.0689], [-2.0699, 0.0596, 3.2511], [-4.5502, 3.9690, -6.3853], [-3.5242, -2.2055, -0.6599], [-3.1076, 0.7567, -3.5493], [2.0095, -2.6529, 6.8928], [0.4298, -0.0967, -4.3409], [0.8325, 1.5485, 4.4274], [0.7659, 0.4586, -0.3169], [-4.0807, -0.1375, -1.0345], [-2.4743, -3.1388, -0.7700], [-2.0730, 0.7318, 2.0830], [0.3990, -0.8543, -0.4453], [-0.5850, -0.4434, -4.4975], [-0.4309, -4.7342, 4.4913], [-1.9383, 4.7558, 0.2300], [3.0594, 7.6417, 1.6714], [2.7426, 1.3409, 0.1967], [1.3061, -1.2109, 5.8552], [-2.7448, -4.6461, -0.8163], [-3.4808, 2.6574, -5.0388], [1.5098, -0.8494, -4.8210], [-2.9006, -0.5816, 3.5153], [1.4221, -2.7412, -0.3022], [2.7035, -5.0145, 6.0603], [1.9655, 2.8557, -2.7127], [-2.9828, 3.4537, -4.0357], [2.0590, -2.0571, 5.9541], [0.8301, 3.1414, 0.8180], [-2.0274, 3.5678, -0.4578], [2.4033, 6.6907, -0.8869], [2.8154, 8.0910, -1.6871], [1.4419, 4.4198, -1.1142], [-2.2319, -5.1600, 0.0676], [2.3989, -8.1206, 2.3122], [-2.9384, 0.6320, 1.4143], [-0.9347, -1.2613, -0.7795], [2.4311, -6.8352, 1.8228], [2.8787, -4.7591, 2.2111], [3.1103, -1.7117, 5.7850], [3.0185, 3.4724, -2.9976], [1.7960, 5.3379, 2.1337]],
  "forces_ev_per_angstrom": [[-0.1, -0.2, -0.1], [-0.8, 0.5, -0.5], [-0.3, -0.3, -0.5], [-1.2, 0.6, -1.8], [-0.5, -0.5, 0.2], [-0.1, 0.6, 0.4], [0.5, 0.8, 0.3], [0.3, 0.7, -1.1], [-0.2, -0.2, -0.3], [0.3, 1.5, 0.2], [-2.1, 0.0, 0.3], [0.0, 0.1, 0.2], [-0.2, 0.3, 0.6], [-0.2, 0.4, -1.1], [-1.7, -0.9, 0.6], [0.3, 0.5, -0.7], [0.5, 1.0, 1.2], [1.0, -0.3, 0.0], [0.8, 0.7, 0.2], [0.2, -0.4, 0.1], [0.0, -0.5, 0.2], [-0.2, 0.0, 0.1], [-0.2, -0.3, 0.0], [0.4, 0.1, -0.5], [0.3, 0.4, -0.2], [1.3, 1.9, -0.4], [-0.9, -1.1, 0.9], [0.3, 0.0, -0.9], [1.5, 1.2, 1.4], [0.0, -1.4, 0.4], [-0.4, -0.3, 0.2], [-1.1, 2.3, -0.1], [0.7, -0.5, 1.7], [2.6, 0.0, 0.5], [-0.7, 0.5, -0.2], [0.0, 0.1, 0.5], [-0.3, -0.2, -0.4], [0.5, -0.6, -0.2], [0.3, 0.3, 0.3], [-0.5, -1.7, -0.8], [0.7, -0.9, 0.5], [-0.5, 0.2, 0.2], [1.3, -0.1, 1.3], [-0.2, 0.1, -0.1], [1.1, -0.9, 0.1], [-0.7, 0.5, 0.6], [0.1, 1.3, -0.3], [0.3, 0.3, 0.3], [0.7, -0.2, 0.3], [-0.5, 2.2, -1.8], [-1.6, 1.0, -1.2], [-0.2, 0.0, 0.1], [-0.8, -0.3, 0.0], [0.2, 0.3, -0.1], [0.1, -0.2, 0.2], [0.3, 0.3, 0.1], [0.6, -0.1, -1.1], [0.6, -0.1, -0.3], [-1.0, -0.3, -0.2], [-1.3, 0.8, -0.6], [0.0, 0.5, 0.0], [-0.8, -1.1, -0.9], [1.5, 0.1, 2.7], [0.0, 0.0, 0.2], [0.0, 0.1, -0.4], [0.7, -1.8, 0.9], [-0.2, 0.8, -0.4], [0.0, -0.4, 0.6], [-0.7, -0.3, -0.2], [2.2, -1.7, 0.8], [0.4, -0.6, 0.1], [0.8, -0.2, -0.1], [-1.1, 0.1, -2.2], [0.8, -0.4, -0.6], [-0.1, -0.1, 0.2], [0.0, 0.3, 0.1], [-0.4, 0.1, -2.9], [0.0, 0.2, -0.6], [-1.0, -0.6, -0.2], [1.1, -1.0, 0.5], [0.3, 0.0, 0.5], [0.3, -1.9, 1.0], [-1.2, -0.1, 0.5], [0.1, 0.0, 0.0], [-0.1, -0.5, 0.0], [-0.1, -0.3, -0.3], [1.4, 0.7, -2.1], [-0.4, -1.5, 0.9], [0.1, 0.0, -0.5], [-1.8, -0.4, -0.3], [0.6, 1.4, -0.4], [-1.8, -2.3, 0.8], [0.6, 1.4, -0.4], [-0.6, 0.5, 1.7], [-1.0, 0.6, -1.2], [0.5, 1.2, 2.0], [0.5, -0.1, 0.1], [1.2, -1.1, -0.3], [1.1, 0.9, 0.0], [-0.2, -0.6, 0.5], [-1.0, 0.0, 0.3], [-1.8, -0.8, 1.0], [0.2, -0.1, 0.2]],
  "total_charge": 1,
  "e_above_lowest_kj_mol": 41.99,
  "homo_lumo_gap_ev": [5.442, 5.442],
  "fmax_ev_per_a": 3.08
}